{
  "formula": "C6H13FNO",
  "method": "ωB97M-V/def2-TZVPD",
  "gap_ev": 5.40,
  "total_charge": -1,
  "e_tot_ev": -12686.3800,
  "homo_ev": -1.65,
  "lumo_ev": 3.7,
  "species": ["H", "H", "C", "H", "H", "H", "H", "C", "F", "C", "C", "H", "H", "O", "H", "H", "H", "H", "C", "N", "C", "H"],
  "xyz": [[-0.354, 0.678, 1.354], [-1.458, 1.496, -1.378], [-2.079, -0.961, -0.472], [-0.080, -1.800, -0.067], [-0.125, 2.421, 1.013], [-2.998, -1.583, -0.593], [2.325, 1.127, 1.101], [-0.274, 1.418, 0.533], [-1.485, -0.883, -1.776], [-1.086, -1.810, 0.407], [1.830, 0.377, 0.443], [-0.985, -1.435, 1.437], [2.336, -0.565, -1.445], [0.827, 1.037, -0.303], [3.469, 0.773, -0.900], [-1.427, -2.867, 0.488], [1.426, -0.465, 1.033], [-2.172, 2.309, 0.037], [-1.639, 1.382, -0.287], [-2.513, 0.279, 0.077], [2.887, -0.115, -0.606], [3.576, -0.813, -0.098]]
}